w:
Computed, not measured: 2 unconnected molecules or ions with the total composition C4H14N2OS, with wB97M-V/def2-TZVPD.

Geometry as ORCA input:
```
! RIJCOSX wB97M-V def2-TZVPD def2/J DEFGRID3
* xyz 0 1
N 1.39 0.46 -0.28
C 0.19 -0.11 0.20
C 0.49 -1.01 1.40
S 2.19 -1.84 1.30
C -0.93 1.03 0.65
N -1.45 1.67 -0.46
C -0.81 3.01 -0.88
H 1.92 1.12 0.25
H 1.24 1.15 -1.01
H -0.35 -0.61 -0.82
H 0.53 -0.40 2.29
H -0.29 -1.74 1.56
H 2.86 -1.29 0.34
H -0.46 1.64 1.45
H -1.73 0.44 1.33
H -1.64 0.93 -1.19
H -0.34 3.44 0.10
H -1.81 3.48 -1.11
H -0.03 2.79 -1.55
H -1.94 -1.65 -2.80
H -3.38 -1.54 -3.21
O -2.86 -1.34 -2.42
*
```

Output
**Structure (SMILES)**: CNC[C@@H](N)CS.O
**HOMO-LUMO gap**: 8.581 eV
**HOMO level**: -8.0 eV

=====

x:
Computed, not measured: 3 unconnected molecules or ions with the total composition C4H14N2OS, with wB97M-V/def2-TZVPD.

Geometry as ORCA input:
```
! RIJCOSX wB97M-V def2-TZVPD def2/J DEFGRID3
* xyz 0 1
C -0.54 -1.74 -2.01
N -1.06 0.16 0.04
C 0.22 0.78 0.28
C 0.98 0.04 1.32
S 2.48 0.98 1.27
C -1.33 -1.03 -3.05
N -2.15 0.07 -2.40
H -0.88 -2.52 -1.42
H 0.36 -1.13 -1.90
H -0.89 -0.70 -0.68
H 0.72 0.91 -0.69
H 0.05 1.85 0.65
H 1.44 -0.91 1.14
H 0.35 -0.17 2.23
H 3.29 -0.08 1.31
H -2.11 -1.77 -3.32
H -0.77 -0.52 -3.84
H -2.70 -0.30 -1.65
H -1.46 0.57 -1.79
H -1.27 -0.73 3.29
H -1.23 -0.37 1.00
O -1.00 0.05 2.83
*
```

Output
**HOMO-LUMO gap**: 3.343 eV
**HOMO level**: -7.1 eV

=====

Best to worst by energy: w, x.

=====

w:
Computed, not measured: a molecular structure, C3H10N2O2, with wB97M-V/def2-TZVPD.

Geometry as ORCA input:
```
! RIJCOSX wB97M-V def2-TZVPD def2/J DEFGRID3
* xyz 0 1
C -1.20 0.30 -0.72
C -0.50 -0.86 -0.30
C 1.86 1.90 0.72
N -1.11 -1.44 0.89
N -0.02 -1.79 -1.27
O 1.10 1.09 -0.13
O -2.15 0.81 0.03
H -2.20 0.19 0.81
H -0.99 0.82 -1.64
H 0.54 -0.03 0.05
H -1.76 -2.18 0.65
H -0.42 -1.82 1.52
H 0.99 -1.84 -1.28
H -0.35 -1.61 -2.21
H 2.93 1.83 0.49
H 1.57 2.96 0.60
H 1.71 1.66 1.79
*
```

Output
**HOMO-LUMO gap**: 8.547 eV
**HOMO level**: -8.2 eV

=====

x:
Computed, not measured: 2 unconnected molecules or ions with the total composition C3H10N2O2, with wB97M-V/def2-TZVPD.

Geometry as ORCA input:
```
! RIJCOSX wB97M-V def2-TZVPD def2/J DEFGRID3
* xyz 0 1
N 0.27 -0.19 2.14
C -0.11 0.21 0.76
C -1.51 -0.31 0.42
C 0.91 -0.33 -0.24
N 2.22 -0.06 -0.02
O 0.56 -0.87 -1.29
H -0.32 -0.87 2.55
H 0.55 0.58 2.72
H -0.09 1.29 0.83
H -1.40 -1.38 0.31
H -1.81 0.12 -0.53
H -2.21 -0.03 1.21
H 2.84 -0.57 -0.63
H 2.55 0.60 0.66
H -0.26 0.34 -2.46
H -1.49 0.53 -3.37
O -0.69 0.95 -3.07
*
```

Output
**Structure (SMILES)**: C[C@@H](N)C(N)=O.O
**HOMO-LUMO gap**: 9.987 eV
**HOMO level**: -9.3 eV

=====

Best to worst by energy: x, w.

=====

w:
Computed, not measured: C4H5ClS2 in the gas phase, with wB97M-V/def2-TZVPD.

Geometry as ORCA input:
```
! RIJCOSX wB97M-V def2-TZVPD def2/J DEFGRID3
* xyz 0 1
C 0.21 1.32 0.39
C -0.69 0.00 -0.02
C 1.89 -1.54 -0.05
C -2.00 0.09 -0.50
H -0.26 2.22 0.01
H 1.32 1.29 0.11
H 0.28 1.19 1.55
H 2.60 -2.37 0.50
H -2.19 1.18 -0.55
S 0.05 -1.61 0.59
S 2.09 -0.64 -1.29
Cl -3.29 -1.12 -0.73
*
```

Output
**Structure (SMILES)**: C/C(=C/Cl)SC=S
**HOMO-LUMO gap**: 8.247 eV
**HOMO level**: -8.7 eV

=====

x:
Computed, not measured: a molecular structure, C4H5ClS2, with wB97M-V/def2-TZVPD.

Geometry as ORCA input:
```
! RIJCOSX wB97M-V def2-TZVPD def2/J DEFGRID3
* xyz 0 1
C 2.52 -0.66 0.32
C -0.21 -0.02 0.22
C -1.28 0.43 -0.75
C -2.44 1.00 -0.15
H 3.42 -1.47 -0.42
H 1.93 -1.36 1.09
H 3.10 0.04 1.09
H -1.19 0.04 -1.97
H -2.83 1.34 0.97
S 1.27 -0.03 -0.70
S -0.52 -0.73 1.70
Cl -3.77 1.41 -1.40
*
```

Output
**HOMO-LUMO gap**: 8.021 eV
**HOMO level**: -8.9 eV

=====

Best to worst by energy: w, x.

=====

w:
Computed, not measured: 2 unconnected molecules or ions with the total composition C5H9N2O2, with wB97M-V/def2-TZVPD.

Geometry as ORCA input:
```
! RIJCOSX wB97M-V def2-TZVPD def2/J DEFGRID3
* xyz 1 1
C -1.97 0.19 1.07
C 1.54 0.39 -1.03
C 0.41 0.94 -0.64
C -2.86 -1.17 -0.82
C 2.51 0.08 1.19
N -2.66 -0.55 0.43
N 2.55 -0.11 -0.26
O -0.80 1.52 -0.98
O -0.41 1.31 0.36
H -1.93 0.75 1.99
H 1.85 0.25 -1.99
H -3.09 -0.49 -1.66
H -2.07 -1.96 -1.01
H -3.79 -1.63 -0.87
H 3.03 -0.77 1.83
H 2.85 1.02 1.39
H 1.39 0.09 1.65
H 3.45 0.14 -0.65
*
```

Output
**HOMO-LUMO gap**: 7.569 eV
**HOMO level**: -12.2 eV

=====

x:
Computed, not measured: 2 unconnected molecules or ions with the total composition C5H9N2O2, with wB97M-V/def2-TZVPD.

Geometry as ORCA input:
```
! RIJCOSX wB97M-V def2-TZVPD def2/J DEFGRID3
* xyz 1 1
C 0.06 -1.09 1.39
C 0.33 1.09 -0.31
C 1.01 -0.05 1.89
C 1.30 1.01 0.83
C 0.13 -0.37 -0.79
N -0.15 -1.25 0.14
N -2.25 -0.04 -1.74
O -0.08 1.98 -0.87
O 0.62 -0.59 -1.95
H -0.53 -1.72 2.04
H 0.54 0.35 2.80
H 2.00 -0.55 2.12
H 2.36 0.88 0.55
H 1.34 1.98 1.42
H -2.29 0.91 -1.51
H -2.67 -0.74 -1.06
H -2.54 -0.32 -2.71
H 0.80 -1.48 -2.26
*
```

Output
**HOMO-LUMO gap (alpha / beta)**: 8.336 / 8.337 eV
**HOMO level (alpha / beta)**: -13.8 / -13.8 eV

=====

y:
Computed, not measured: a gas-phase ion, C5H9N2O2 (charge +1), with wB97M-V/def2-TZVPD.

Geometry as ORCA input:
```
! RIJCOSX wB97M-V def2-TZVPD def2/J DEFGRID3
* xyz 1 1
C -2.19 -0.86 0.26
C -2.60 0.28 -0.58
C -0.97 -1.27 0.57
C 0.99 0.19 0.35
C 3.17 -0.60 -0.27
N 0.26 -0.83 0.30
N -1.85 1.35 -0.81
O 0.28 1.60 0.95
O 2.22 0.48 -0.02
H -2.95 -1.64 0.44
H -3.66 0.41 -0.61
H -0.94 -2.31 0.98
H 2.83 -1.20 -1.13
H 3.32 -1.29 0.59
H 4.08 -0.09 -0.58
H -2.14 2.21 -1.19
H -0.84 1.31 -0.53
H 1.01 2.26 1.28
*
```

Output
**Structure (SMILES)**: CO/C(O)=N/C=C\C=[NH2+]
**HOMO-LUMO gap**: 8.802 eV
**HOMO level**: -13.9 eV

=====

Best to worst by energy: x, y, w.

=====

w:
Computed, not measured: 4 unconnected molecules or ions with the total composition C5H21N2O3, with wB97M-V/def2-TZVPD.

Geometry as ORCA input:
```
! RIJCOSX wB97M-V def2-TZVPD def2/J DEFGRID3
* xyz 1 1
N 1.09 -1.09 -1.40
C -0.41 -1.32 -1.43
C -1.18 0.01 -1.26
N -0.32 0.94 -0.50
C 0.73 1.55 1.59
C -0.47 0.85 0.98
C -1.77 1.49 1.49
H 1.32 -0.23 -1.95
H 1.35 -0.90 -0.42
H 1.57 -1.89 -1.79
H -0.65 -2.03 -0.69
H -0.70 -1.80 -2.46
H -2.14 -0.21 -0.83
H -1.47 0.44 -2.28
H -0.50 1.98 -0.91
H 0.78 1.39 2.69
H 0.72 2.63 1.43
H 1.67 1.16 1.15
H -0.47 -0.20 1.26
H -1.86 2.58 1.24
H -2.68 0.98 1.06
H -1.88 1.42 2.58
H 2.77 1.27 -3.49
H 2.48 1.84 -2.07
O 2.48 1.04 -2.57
H 1.76 -0.84 2.03
H 2.67 -2.04 1.58
O 1.96 -1.44 1.30
H -2.94 -2.80 0.81
H -1.84 -2.44 1.88
O -2.08 -2.33 0.99
*
```

Output
**HOMO-LUMO gap**: 9.960 eV
**HOMO level**: -12.5 eV

=====

x:
Computed, not measured: 4 unconnected molecules or ions with the total composition C5H21N2O3, with wB97M-V/def2-TZVPD.

Geometry as ORCA input:
```
! RIJCOSX wB97M-V def2-TZVPD def2/J DEFGRID3
* xyz 1 1
N 1.14 -0.30 -0.33
C -0.26 0.25 -0.55
C -1.34 -0.52 0.20
C -1.04 -0.39 1.71
C -2.71 -0.13 -0.28
C -0.06 1.83 -0.38
N 1.40 2.14 -0.37
H 1.79 0.23 -0.89
H 1.33 -1.29 -0.45
H 1.20 -0.22 0.70
H -0.40 0.00 -1.61
H -1.33 -1.61 0.04
H -1.76 -0.87 2.38
H -0.96 0.64 2.09
H -0.08 -0.86 1.90
H -2.92 -0.42 -1.32
H -2.88 0.95 -0.31
H -3.49 -0.61 0.31
H -0.43 2.02 0.62
H -0.47 2.36 -1.22
H 1.77 2.77 -1.05
H 1.69 2.25 0.59
H 2.10 0.71 2.86
H 3.24 0.83 1.81
O 2.28 0.88 1.93
H 2.17 -0.19 -3.66
H 0.90 0.84 -3.51
O 1.48 0.20 -3.07
H -1.15 -3.88 1.35
H -0.66 -4.04 -0.17
O -0.55 -3.56 0.67
*
```

Output
**HOMO-LUMO gap**: 10.089 eV
**HOMO level**: -12.7 eV

=====

Best to worst by energy: w, x.

=====

w:
Computed, not measured: 2 unconnected molecules or ions with the total composition C2H5PS, with wB97M-V/def2-TZVPD.

Geometry as ORCA input:
```
! RIJCOSX wB97M-V def2-TZVPD def2/J DEFGRID3
* xyz 0 1
C 1.17 -0.68 -0.06
C 0.95 0.42 -0.95
P -2.21 0.48 0.07
S 1.72 1.13 0.37
H 0.60 -1.01 0.75
H 2.08 -1.33 -0.25
H 0.68 0.52 -1.98
H -2.61 1.27 1.29
H -2.38 -0.79 0.77
*
```

Output
**HOMO-LUMO gap (alpha / beta)**: 6.049 / 8.948 eV
**HOMO level (alpha / beta)**: -7.2 / -8.7 eV

=====

x:
Computed, not measured: 2 unconnected molecules or ions with the total composition C2H5PS, with wB97M-V/def2-TZVPD.

Geometry as ORCA input:
```
! RIJCOSX wB97M-V def2-TZVPD def2/J DEFGRID3
* xyz 0 1
C -2.17 -0.58 -0.07
C -1.38 0.35 0.47
P 3.13 0.62 -1.05
S 0.41 0.66 0.45
H -2.08 -1.53 -0.71
H -3.22 -0.56 0.38
H -1.77 0.96 1.27
H 3.10 -0.74 -0.83
H 3.98 0.83 0.08
*
```

Output
**HOMO-LUMO gap (alpha / beta)**: 7.712 / 6.245 eV
**HOMO level (alpha / beta)**: -9.0 / -8.4 eV

=====

Best to worst by energy: x, w.

=====

w:
Computed, not measured: 2 unconnected molecules or ions with the total composition C3H4F2O, with wB97M-V/def2-TZVPD.

Geometry as ORCA input:
```
! RIJCOSX wB97M-V def2-TZVPD def2/J DEFGRID3
* xyz 0 1
C 1.35 -0.29 -0.39
C -0.05 0.07 -0.34
C -1.34 -0.04 0.36
O 0.75 0.98 -0.80
F -0.48 -0.96 -2.11
F -1.08 -0.08 1.78
H 1.85 0.06 0.54
H 1.69 -1.02 -1.11
H -1.88 -0.99 0.24
H -2.02 0.79 0.43
*
```

Output
**HOMO-LUMO gap**: 10.490 eV
**HOMO level**: -11.0 eV

=====

x:
Computed, not measured: C3H4F2O in the gas phase, with wB97M-V/def2-TZVPD.

Geometry as ORCA input:
```
! RIJCOSX wB97M-V def2-TZVPD def2/J DEFGRID3
* xyz 0 1
C -0.46 -0.26 -0.62
C 0.15 -0.81 0.67
C 0.84 0.28 -0.10
H -1.29 1.49 -0.03
H -0.57 -0.73 -1.51
H 0.51 -1.76 0.68
H -0.39 -0.56 1.60
O -1.58 0.62 -0.43
F 2.10 0.17 -0.61
F 0.68 1.55 0.36
*
```

Output
**Structure (SMILES)**: O[C@@H]1CC1(F)F
**HOMO-LUMO gap**: 11.411 eV
**HOMO level**: -10.4 eV

=====

Best to worst by energy: x, w.

=====

w:
Computed, not measured: C3H4F2O in the gas phase, with wB97M-V/def2-TZVPD.

Geometry as ORCA input:
```
! RIJCOSX wB97M-V def2-TZVPD def2/J DEFGRID3
* xyz 0 1
C -1.09 -0.97 0.21
C -0.17 0.26 0.16
C 0.85 0.17 -0.90
H -2.16 -0.82 -0.49
H -0.47 -1.91 -0.03
H -1.57 -1.10 1.33
H 1.49 0.97 -1.10
O 0.84 -1.03 -1.39
F 0.71 0.17 1.37
F -0.88 1.43 0.25
*
```

Output
**Structure (SMILES)**: CC(F)(F)C=O
**HOMO-LUMO gap**: 10.508 eV
**HOMO level**: -10.9 eV

=====

x:
Computed, not measured: C3H4F2O in the gas phase, with wB97M-V/def2-TZVPD.

Geometry as ORCA input:
```
! RIJCOSX wB97M-V def2-TZVPD def2/J DEFGRID3
* xyz 0 1
C -1.28 -0.31 -0.26
C -0.06 0.48 0.02
C 1.27 -0.12 0.30
H -1.30 -0.69 -1.31
H -1.42 -1.15 0.43
H 1.44 -1.19 0.25
H 1.62 0.20 1.30
O -0.09 1.66 0.05
F -2.35 0.60 -0.18
F 2.16 0.53 -0.58
*
```

Output
**Structure (SMILES)**: O=C(CF)CF
**HOMO-LUMO gap**: 11.103 eV
**HOMO level**: -10.5 eV

=====

y:
Computed, not measured: C3H4F2O in the gas phase, with wB97M-V/def2-TZVPD.

Geometry as ORCA input:
```
! RIJCOSX wB97M-V def2-TZVPD def2/J DEFGRID3
* xyz 0 1
C -0.64 1.45 -0.28
C 0.51 -0.55 0.01
C 0.35 -1.64 0.56
H -1.05 1.87 0.81
H 0.50 1.80 -0.52
H -1.24 1.84 -1.34
H 1.47 -0.10 -0.41
O -0.64 0.07 -0.37
F -0.69 -2.31 0.80
F 1.44 -2.42 0.73
*
```

Output
**Structure (SMILES)**: COC=C(F)F
**HOMO-LUMO gap**: 10.240 eV
**HOMO level**: -9.4 eV

=====

Best to worst by energy: x, w, y.